1.
The following is a DFT calculation (the ωB97M-V functional and the def2-TZVPD basis) of a molecular structure, C25H29BIrN6OS.

```
64
Properties=species:S:1:pos:R:3:forces:R:3
Ir -0.6051 -0.6897 -0.5708 -0.57 -0.54 0.51
C 5.2972 1.7637 2.0850 -0.01 -0.02 0.00
C 3.9367 1.6361 1.4696 0.03 -0.01 -0.02
C 2.8740 2.4303 1.8984 -0.05 0.00 -0.01
C 1.6176 2.2769 1.3557 0.02 -0.05 0.11
C 1.3637 1.3327 0.3523 0.11 -0.08 -0.20
N 0.0652 1.1492 -0.1250 0.09 -0.22 0.31
C -0.7553 2.2397 -0.3149 0.21 0.14 -0.16
C -0.1365 3.4591 -0.7127 -0.04 -0.03 0.02
C -0.8492 4.5889 -0.9830 0.01 0.03 0.01
C -2.2469 4.5928 -0.8619 0.00 -0.01 0.02
C -3.0432 5.8188 -1.1685 -0.01 0.00 0.03
C -2.8748 3.4088 -0.4952 0.04 -0.01 -0.05
C -2.1815 2.2341 -0.2407 -0.09 -0.06 -0.03
N -2.9402 1.0997 0.1255 0.13 -0.06 -0.28
C -4.2925 1.0067 0.2839 0.07 -0.07 -0.26
C -4.6098 -0.3045 0.4834 -0.12 -0.09 0.00
C -3.3931 -1.0074 0.4971 -0.35 1.96 2.27
N -2.3942 -0.1299 0.2798 0.33 -0.18 -0.34
C 2.4318 0.5265 -0.0866 0.10 -0.01 -0.04
C 3.6873 0.6863 0.4820 -0.02 -0.04 0.05
N 2.3189 -0.4266 -1.1526 -0.06 0.17 -0.07
C 3.3182 -0.8547 -1.9610 0.00 -0.02 0.02
C 2.8172 -1.8192 -2.7998 0.00 -0.01 0.03
C 1.4705 -1.9324 -2.4586 -0.02 0.11 -0.11
N 1.1757 -1.0822 -1.4782 -0.05 -0.15 -0.07
H 5.4979 2.7922 2.3791 0.01 0.00 -0.01
H 6.0794 1.4354 1.4032 0.00 0.01 0.00
H 5.3595 1.1489 2.9855 0.01 0.00 0.01
H 3.0307 3.1585 2.6833 0.00 0.01 0.00
H 0.7906 2.8614 1.7358 -0.01 0.01 -0.01
H 0.9356 3.4625 -0.8451 0.00 -0.01 -0.02
H -0.3353 5.4832 -1.3098 0.00 0.01 0.01
H -2.4659 6.7206 -0.9744 0.00 0.00 -0.01
H -3.9612 5.8565 -0.5846 -0.01 -0.01 -0.02
H -3.3203 5.8251 -2.2259 0.00 0.00 0.00
H -3.9513 3.4168 -0.4279 -0.01 0.01 -0.01
H -4.9235 1.8753 0.2837 -0.04 -0.02 -0.05
H -5.5882 -0.7266 0.6322 0.00 0.05 0.14
H -3.1711 -1.7715 1.2300 -0.01 -0.97 -1.00
H 4.5015 0.0473 0.1674 0.01 0.01 -0.01
H 4.3053 -0.4332 -1.8950 0.00 0.02 -0.04
H 3.3476 -2.3548 -3.5668 0.00 0.01 -0.01
H 0.6930 -2.5473 -2.8840 -0.01 0.00 0.00
B -4.2064 -3.3771 -1.3829 0.13 0.36 0.44
C -2.9053 -2.5160 -1.1154 0.61 -1.45 -1.65
N -1.7722 -2.2245 -1.2505 0.23 0.76 0.17
H -5.1156 -2.9773 -0.7085 -0.10 -0.07 -0.03
H -3.7885 -4.4650 -1.0496 -0.08 -0.03 0.00
H -4.3484 -3.2474 -2.5711 -0.06 0.00 -0.02
O -1.1320 -2.2123 1.9344 0.26 -0.20 0.24
S -0.1025 -2.3087 0.9108 -1.41 0.48 0.62
C -0.0939 -3.9957 0.2459 0.52 -0.04 -0.27
C 1.3465 -4.4625 0.4275 0.02 0.03 -0.03
C 1.8368 -3.8763 1.7498 -0.13 0.03 0.11
C 1.5119 -2.3784 1.7062 0.31 0.28 -0.36
H -0.4653 -4.0374 -0.7700 -0.02 0.12 -0.05
H -0.8134 -4.4909 0.9023 0.06 0.01 0.06
H 1.9666 -4.0815 -0.3887 -0.03 -0.07 -0.06
H 1.3946 -5.5496 0.3977 0.01 0.00 0.08
H 2.9041 -4.0206 1.9056 0.00 0.01 -0.02
H 1.3084 -4.3390 2.5845 0.03 0.01 0.03
H 2.2209 -1.7999 1.1099 0.03 -0.14 0.01
H 1.3775 -1.8939 2.6722 -0.08 0.02 -0.01
```
Forces are in eV/Å.

Computed properties:
<S²>: 0.78
Charge: +2
Largest force on an atom: 0.0588 Eh/bohr
Spin multiplicity: 2
Total energy: -1900.5527 a.u.
Frontier orbital gap (alpha / beta): 6.3 / 5.9 eV
ΔE to the lowest compared entry with this formula, charge and spin: 42.3 kcal/mol

***

2.
The following is a DFT calculation (the ωB97M-V functional and the def2-TZVPD basis) of 5 unconnected molecules or ions with the total composition H10O5.

```
15
Properties=species:S:1:pos:R:3:forces:R:3
O 0.3253 2.6294 1.2443 -0.47 0.18 -1.24
O 0.1615 1.6664 -1.2545 -0.63 -0.35 0.13
O -1.0541 -1.6925 -3.1097 0.09 0.82 -0.34
O -0.2490 -2.5920 0.7655 0.72 0.50 -0.23
O 0.7972 -0.1225 1.9222 0.18 -0.07 0.42
H 1.1532 3.0500 0.9614 0.56 0.01 0.52
H -0.4480 0.9723 -1.5769 0.14 0.41 -0.02
H -1.9450 -1.3978 -2.8925 0.03 -0.34 0.06
H 0.7208 -2.4874 0.8150 -0.29 -0.32 -0.12
H 0.1457 0.5733 1.7947 -0.47 0.48 -0.36
H -0.1810 2.7818 0.3954 -0.06 -0.51 0.70
H 0.9668 1.1777 -1.0784 0.53 -0.15 -0.09
H -0.7641 -2.3013 -2.4378 -0.15 -0.41 0.40
H -0.5455 -2.1358 1.5569 -0.35 -0.08 0.45
H 0.9164 -0.1213 2.8945 0.18 -0.18 -0.27
```
Forces are in eV/Å.

Computed properties:
<S²>: 0.76
Charge: +1
Largest force on an atom: 0.0261 Eh/bohr
Spin multiplicity: 2
Total energy: -381.7711 a.u.
Frontier orbital gap (alpha / beta): 10.8 / 3.1 eV
ΔE to the lowest compared entry with this formula, charge and spin: 30.1 kcal/mol

***

3.
The following is a DFT calculation (the ωB97M-V functional and the def2-TZVPD basis) of a single C10H16N2O2 molecule.

```
30
Properties=species:S:1:pos:R:3:forces:R:3
C -3.6171 -0.3405 -0.0743 0.03 0.80 -0.58
C -2.5630 0.3659 0.7872 -1.55 -2.58 2.44
C -1.6177 0.9878 -0.1298 1.88 2.35 -2.25
C -0.2441 1.1828 0.5677 0.64 -1.36 -0.91
C 0.8517 1.6466 -0.4201 0.20 -1.06 0.48
C 2.3251 1.2789 0.0059 0.15 1.29 -0.71
C 2.7564 -0.0333 -0.6267 0.29 -0.45 0.86
C 1.5851 -1.6840 0.8834 0.66 0.59 -1.92
C 0.4404 -2.3190 0.7596 -3.14 -1.76 1.28
C 0.6670 -1.3459 -1.1053 1.07 -0.33 3.08
H -2.1830 -1.5248 -0.5216 -1.00 -0.74 -0.31
H -3.0460 1.0618 1.5686 0.73 -1.13 -1.36
H -2.0413 -0.5375 1.3296 -0.63 1.92 -0.55
H -2.0157 1.9411 -0.7404 0.72 -1.64 1.93
H -1.4324 0.3279 -0.9965 0.01 -0.02 0.45
H -0.2685 1.8313 1.3879 -0.46 1.50 1.18
H 0.0596 0.2261 1.1045 -0.46 0.80 -1.12
H 0.6081 1.0761 -1.3487 0.55 0.74 0.37
H 0.7300 2.7016 -0.6419 0.09 0.17 0.02
H 2.6379 1.3123 1.0960 -1.22 -0.33 -0.93
H 3.0684 1.9966 -0.3971 -0.60 0.08 -0.09
H 2.9447 -0.0496 -1.7109 -0.37 0.42 0.36
H 3.7291 -0.1749 -0.1392 -0.13 -1.02 -0.28
H 2.3102 -1.6085 1.6090 1.24 -0.07 1.59
H 0.0534 -2.9601 1.5658 -0.30 0.37 -0.81
H 0.5299 -0.9309 -2.0317 -0.14 0.81 -2.12
N 1.7769 -1.0886 -0.3205 0.50 0.95 -2.00
N -0.2150 -2.0495 -0.4498 0.80 -0.81 0.89
O -3.1720 -1.5075 -0.6948 0.28 1.81 1.12
O -4.6582 0.2173 -0.3159 0.16 -1.28 -0.08
```
Forces are in eV/Å.

Computed properties:
Largest force on an atom: 0.0753 Eh/bohr
Spin multiplicity: 1
Total energy: -650.6051 a.u.
Frontier orbital gap: 10.1 eV
ΔE to the lowest compared entry with this formula, charge and spin: 27.1 kcal/mol

***

4.
The following is a DFT calculation (the ωB97M-V functional and the def2-TZVPD basis) of a molecular structure, C53H58BrN2O8P3Sc.

```
126
Properties=species:S:1:pos:R:3:forces:R:3
Sc 0.8970 -1.0981 0.7998 -1.06 -0.16 0.87
Br 5.1042 4.0765 4.2041 -0.05 -0.08 -0.03
C 4.2317 2.4992 3.6019 0.09 0.16 0.04
C 4.9880 1.4432 3.0832 -0.03 0.03 0.06
C 4.3566 0.3193 2.6181 -0.15 -0.16 -0.22
C 2.9441 0.2188 2.5756 0.26 0.38 0.38
O 2.3755 -0.8252 2.0612 0.66 -0.10 -0.02
C 2.2056 1.2670 3.1978 0.29 -0.12 -0.32
C 0.8377 1.0066 3.5386 -0.21 -0.29 0.17
N 0.1595 0.0743 2.9699 -0.02 0.28 -0.35
C -0.9226 -0.5045 3.6313 -0.26 -0.02 0.31
C -1.8863 0.1351 4.3705 0.17 0.03 -0.16
C -2.8359 -0.5999 5.1069 -0.10 -0.13 0.05
C -2.7751 -1.9623 5.1553 -0.07 0.07 0.07
C -1.7820 -2.6561 4.4235 0.13 0.07 -0.18
C -1.5896 -4.0521 4.5092 0.07 -0.03 -0.06
C -0.5674 -4.6292 3.8100 -0.10 -0.07 0.13
C 0.2179 -3.8251 2.9643 0.09 0.15 -0.06
N 0.0514 -2.5312 2.8256 0.03 -0.18 -0.10
C -0.8983 -1.9313 3.5940 -0.12 0.00 0.23
C 2.8729 2.3932 3.7047 -0.07 0.02 -0.02
H 6.0675 1.5128 3.0655 0.00 0.00 -0.02
H 4.9218 -0.5142 2.2207 0.02 0.02 -0.01
H 0.4471 1.5058 4.4332 0.04 -0.03 0.03
H -1.9051 1.2182 4.4276 0.04 0.01 -0.05
H -3.5930 -0.0695 5.6693 0.00 -0.01 0.00
H -3.4642 -2.5276 5.7705 -0.02 0.01 -0.02
H -2.2313 -4.6395 5.1548 -0.01 -0.01 -0.02
H -0.3640 -5.6886 3.8831 0.01 0.00 -0.01
H 1.0033 -4.2741 2.3657 -0.04 -0.01 -0.03
H 2.3067 3.1841 4.1767 -0.08 0.03 0.03
O 0.7461 1.0065 0.3781 0.15 0.11 -0.16
P -0.1969 2.1701 0.3108 -0.46 0.38 0.12
C -1.8342 1.7403 1.0390 0.35 -0.32 -0.29
P -2.3354 0.0542 0.5462 -0.65 0.26 -0.04
O -1.2501 -0.9692 0.7078 -0.16 -0.06 -0.02
C -2.9780 0.1052 -1.1354 0.16 -0.11 0.13
C -3.9410 1.0333 -1.5233 0.09 0.05 0.08
C -4.4951 0.9602 -2.7887 -0.05 0.12 0.01
C -4.1066 -0.0487 -3.6606 0.03 -0.03 -0.02
C -3.1501 -0.9762 -3.2733 -0.05 0.00 -0.02
C -2.5831 -0.9018 -2.0103 0.05 0.07 0.00
C -3.7711 -0.3704 1.5568 0.19 -0.09 -0.09
C -4.7016 0.5543 2.0186 0.08 0.07 -0.02
C -5.8380 0.1161 2.6799 -0.06 0.04 0.01
C -6.0551 -1.2413 2.8724 0.01 -0.02 0.02
C -5.1263 -2.1663 2.4173 -0.01 0.01 -0.01
C -3.9873 -1.7311 1.7595 0.10 0.00 -0.02
C 0.4291 3.5968 1.2199 -0.04 -0.19 -0.11
C -0.1207 4.0811 2.4005 -0.11 -0.10 -0.07
C 0.4828 5.1423 3.0583 0.00 0.04 0.13
C 1.6467 5.7040 2.5546 -0.01 -0.04 -0.02
C 2.1888 5.2344 1.3647 0.01 0.02 -0.04
C 1.5729 4.1939 0.6910 -0.02 -0.03 0.01
C -0.6284 2.8107 -1.3232 0.10 -0.07 0.22
C -0.5086 2.0560 -2.4844 0.08 -0.06 0.07
C -0.9844 2.5667 -3.6835 -0.02 0.00 -0.02
C -1.5786 3.8185 -3.7244 -0.01 0.02 -0.01
C -1.6870 4.5786 -2.5664 -0.01 0.05 0.06
C -1.2120 4.0792 -1.3658 -0.01 -0.02 -0.03
H -2.5803 2.4626 0.7047 0.01 0.02 -0.02
H -1.7838 1.7456 2.1261 0.05 -0.03 0.07
H -4.2564 1.8131 -0.8381 -0.06 0.01 -0.05
H -5.2328 1.6901 -3.0954 -0.01 -0.02 0.00
H -4.5570 -0.1099 -4.6429 0.03 0.00 0.00
H -2.8437 -1.7626 -3.9515 0.00 0.03 -0.02
H -1.7986 -1.5801 -1.7104 0.00 -0.03 -0.03
H -4.5506 1.6174 1.8671 -0.01 -0.01 0.01
H -6.5641 0.8359 3.0346 0.01 0.00 0.01
H -6.9520 -1.5771 3.3764 0.01 0.00 0.01
H -5.2921 -3.2256 2.5651 0.00 0.01 0.02
H -3.2498 -2.4378 1.3961 -0.05 -0.04 0.04
H -1.0284 3.6445 2.8022 0.05 0.04 0.05
H 0.0487 5.5238 3.9738 0.01 0.00 -0.01
H 2.1335 6.5093 3.0880 -0.01 0.02 -0.01
H 3.0848 5.6862 0.9604 0.01 -0.02 0.01
H 1.9614 3.8414 -0.2578 0.11 0.02 0.04
H -0.0456 1.0807 -2.4323 -0.15 0.03 -0.02
H -0.8936 1.9790 -4.5883 0.00 0.00 0.00
H -1.9556 4.2120 -4.6598 0.02 -0.01 0.00
H -2.1313 5.5649 -2.5977 -0.01 -0.01 -0.02
H -1.2840 4.6772 -0.4641 -0.02 0.03 -0.03
C 0.2619 -5.0492 -1.5679 -0.09 0.07 0.18
C -0.8840 -5.2931 -0.5886 0.14 0.08 -0.03
C -1.0321 -3.9261 0.0631 -0.27 0.06 0.04
O 0.2653 -3.2952 0.0156 0.32 -0.05 -0.07
C 1.1630 -4.1286 -0.7678 -0.03 -0.22 -0.01
H -0.1087 -4.5276 -2.4510 0.03 -0.04 -0.02
H 0.7768 -5.9576 -1.8733 -0.01 -0.01 -0.05
H -0.6039 -6.0497 0.1464 -0.01 0.00 0.02
H -1.8071 -5.6027 -1.0746 -0.01 -0.05 0.03
H -1.3590 -3.9859 1.1009 -0.01 0.06 -0.03
H -1.7423 -3.3046 -0.4847 0.06 0.06 0.00
H 1.7977 -4.6961 -0.0799 -0.01 0.03 0.02
H 1.7902 -3.5012 -1.3847 0.05 0.12 0.01
C 4.7043 0.2198 -2.7288 -0.39 -0.09 0.01
C 3.7024 1.1676 -2.0703 0.36 0.32 -0.08
C 3.6505 2.4823 -2.8351 -0.13 -0.09 0.03
C 4.1102 1.3983 -0.6225 -0.26 -0.15 -0.08
O 2.3249 0.6653 -2.1153 0.19 -0.52 0.07
P 1.8303 -0.8225 -1.8119 0.46 0.03 -0.78
O 0.3408 -0.8167 -1.6745 0.11 0.06 0.02
O 2.4532 -1.3984 -0.5489 0.23 0.29 -0.26
O 2.3542 -1.7206 -3.0185 0.01 0.14 0.30
C 1.8694 -1.7033 -4.3874 -0.20 -0.12 -0.47
C 2.9674 -2.3754 -5.2012 -0.03 0.05 0.14
C 1.6107 -0.2893 -4.9020 0.10 -0.04 0.23
C 0.5807 -2.5225 -4.4604 0.16 0.10 0.18
H 5.7028 0.6507 -2.6629 -0.02 0.04 0.01
H 4.4630 0.0578 -3.7795 0.04 -0.01 0.01
H 4.7080 -0.7423 -2.2191 0.07 -0.07 -0.01
H 4.6423 2.9336 -2.8495 -0.01 0.04 -0.02
H 2.9542 3.1770 -2.3627 -0.01 0.00 0.02
H 3.3187 2.3189 -3.8613 0.03 0.01 -0.01
H 5.0899 1.8747 -0.5755 0.01 0.00 -0.04
H 4.1589 0.4393 -0.1171 0.03 -0.05 0.19
H 3.3870 2.0272 -0.1029 -0.02 -0.01 0.03
H 3.9125 -1.8444 -5.0855 -0.02 0.02 -0.02
H 2.6934 -2.3816 -6.2560 0.01 -0.03 -0.01
H 3.1076 -3.4028 -4.8643 0.02 0.00 -0.02
H 2.5254 0.3035 -4.9121 -0.03 0.00 0.02
H 0.8770 0.2207 -4.2769 -0.03 0.03 -0.09
H 1.2296 -0.3481 -5.9209 -0.02 -0.01 -0.01
H 0.7844 -3.5584 -4.1876 -0.02 0.00 -0.01
H 0.1856 -2.5004 -5.4761 -0.01 -0.02 -0.01
H -0.1558 -2.1062 -3.7716 -0.05 -0.02 -0.03
```
Forces are in eV/Å.

Computed properties:
Charge: +1
Largest force on an atom: 0.0269 Eh/bohr
Spin multiplicity: 1
Total energy: -7124.9970 a.u.
Frontier orbital gap: 7.3 eV

***

5.
The following is a DFT calculation (the ωB97M-V functional and the def2-TZVPD basis) of 2 unconnected molecules or ions with the total composition C6H7F.

```
14
Properties=species:S:1:pos:R:3:forces:R:3
C -0.5835 0.3989 0.1529 6.30 5.88 -0.90
C 2.5128 1.9925 0.2360 4.72 -2.77 -1.12
C -0.7682 -2.0565 -1.0488 -0.09 -0.79 -0.88
C -1.3994 -1.7438 0.0395 -0.26 1.73 1.49
C -1.5716 -0.3655 0.5075 -1.63 -2.19 0.46
C 0.5015 1.1611 -0.0729 -7.89 -3.31 -1.79
F 3.3864 1.1017 0.8516 -0.81 0.72 -0.11
H -0.4948 -3.0433 -1.1963 0.49 -1.97 -0.23
H -0.5686 -1.4615 -1.8813 0.25 1.45 -0.87
H -1.5049 -2.4389 0.8175 -0.61 -1.33 0.75
H -2.3552 -0.1059 1.2129 0.14 0.14 -0.13
H 2.5575 1.7479 -0.8233 -0.19 1.02 0.48
H 0.5192 1.7571 -1.0531 0.54 -0.67 1.79
H 2.2451 2.7442 0.8682 -0.94 2.08 1.04
```
Forces are in eV/Å.

Computed properties:
<S²>: 2.04
Largest force on an atom: 0.1700 Eh/bohr
Spin multiplicity: 3
Total energy: -332.3596 a.u.
Frontier orbital gap (alpha / beta): 7.4 / 7.0 eV
ΔE to the lowest compared entry with this formula, charge and spin: 38.8 kcal/mol

***

6.
The following is a DFT calculation (the ωB97M-V functional and the def2-TZVPD basis) of 5 unconnected molecules or ions with the total composition CH12O4.

```
17
Properties=species:S:1:pos:R:3:forces:R:3
C 1.6245 1.1316 1.0108 2.32 -5.96 -0.58
H 2.6316 1.2263 0.5516 -0.42 0.23 0.60
H 1.1955 2.0115 1.1321 -2.15 4.03 0.14
H 1.7305 0.6698 2.0534 -0.02 0.41 -1.47
H 1.1024 0.3921 0.2874 0.32 1.77 1.70
H -1.6856 1.5102 -0.1654 -0.50 -1.21 -0.51
H -2.4533 0.0341 -0.5629 1.45 2.87 1.84
O -2.0900 0.6830 0.1729 -1.04 -1.70 -1.42
H 1.5341 -1.2020 -0.7520 0.20 -0.46 0.24
H 0.1332 -1.7430 -0.1976 0.74 0.81 -0.54
O 0.5843 -1.1412 -0.8485 -0.65 -1.11 0.40
H 0.2269 -0.1354 -2.1428 -2.09 1.75 -1.93
H -1.1986 -0.0555 -2.7365 -0.43 -0.19 -0.18
O -0.3826 0.4342 -2.7973 2.13 -1.28 1.77
H -0.3053 -0.9219 1.9935 -1.38 -0.30 -0.65
H -1.6858 -1.2881 1.2724 -1.95 1.98 -1.18
O -0.9618 -1.6058 1.7288 3.47 -1.65 1.78
```
Forces are in eV/Å.

Computed properties:
Largest force on an atom: 0.1249 Eh/bohr
Spin multiplicity: 1
Total energy: -346.2014 a.u.
Frontier orbital gap: 11.1 eV
ΔE to the lowest compared entry with this formula, charge and spin: 39.4 kcal/mol

***

7.
The following is a DFT calculation (the ωB97M-V functional and the def2-TZVPD basis) of 2 unconnected molecules or ions with the total composition C4H12.

```
16
Properties=species:S:1:pos:R:3:forces:R:3
C -0.1005 -1.2703 1.4333 0.33 -1.96 -0.34
C 0.0266 -2.5722 0.6200 -0.95 0.23 -1.70
H 0.6391 -0.5814 1.0604 0.09 0.36 0.63
H -1.1128 -0.9030 1.3275 -0.02 0.41 0.01
H 0.0570 -1.6108 2.4560 0.10 0.75 0.24
H -0.9403 -3.0758 0.5856 0.16 -0.59 0.76
H 0.8549 -3.2328 0.8470 -0.07 -0.09 0.55
H 0.1136 -2.4246 -0.4679 0.37 0.60 0.15
C -0.2052 1.3532 -0.6544 0.28 -0.71 -1.88
C 0.3821 2.6352 -1.3211 -0.46 -0.85 2.72
H -0.5935 0.7705 -1.5000 -0.63 0.17 0.07
H 0.4631 0.5884 -0.2803 0.49 0.65 0.56
H -1.0405 1.5534 0.0089 0.21 -0.01 0.29
H -0.5126 3.2483 -1.2378 0.24 0.63 -1.51
H 1.0725 3.1351 -0.6393 0.28 -0.10 -0.10
H 0.8964 2.3869 -2.2378 -0.44 0.49 -0.45
```
Forces are in eV/Å.

Computed properties:
Largest force on an atom: 0.0561 Eh/bohr
Spin multiplicity: 1
Total energy: -159.5529 a.u.
Frontier orbital gap: 12.3 eV
ΔE to the lowest compared entry with this formula, charge and spin: 20.1 kcal/mol